No. 1
# C42H48BF2FeN6O5P

A structure of composition C42H48BF2FeN6O5P (wB97M-V/def2-TZVPD, the Open Molecules 2025 dataset).

Output
Charge: -2
LUMO (alpha / beta): 0.1506 / 0.1506 hartree
2S+1: 5
Orbital gap (alpha / beta): 3.01 / 4.99 eV
Expectation value of S²: 6.28

Cartesian coordinates (Å):
N 1.799 0.583 -3.487
H 2.159 2.523 6.951
H -5.135 -1.621 1.105
H 0.361 -1.258 -4.932
H -5.691 -3.895 1.992
H -2.076 2.830 -2.723
H 3.908 -1.948 0.489
O 4.040 -0.011 3.795
C 0.228 3.087 2.854
C -3.643 0.883 3.728
C -1.177 -2.553 -4.051
H -4.863 -0.080 5.243
H 0.033 1.733 -3.730
O 0.292 -2.631 -0.728
C 3.048 1.288 5.421
F -1.338 0.084 -1.604
C 3.035 0.894 4.097
H -3.431 4.276 -4.156
H -0.762 -0.452 -3.822
H -2.115 -2.298 -4.545
C 1.849 2.882 -4.099
Fe 0.285 0.844 0.771
C 2.989 0.805 -4.310
O 1.580 0.051 -0.934
H 0.928 2.102 -2.272
H 4.166 -0.018 1.719
C 0.105 -2.818 -2.085
N 3.239 -1.331 -2.427
C -2.411 3.791 -2.354
H 0.644 -3.736 -2.384
H -2.862 -1.215 0.209
H 3.976 -0.059 -0.908
C -2.055 4.175 -1.029
C -3.985 -0.167 4.611
H -3.442 -2.089 5.361
F -2.746 1.048 -0.104
N -0.088 2.806 1.624
C -3.312 6.237 -1.392
H 2.541 3.400 -3.431
C 2.623 2.045 -5.115
C -0.580 -0.487 2.069
H 5.393 -2.467 -0.307
O 2.105 1.050 1.909
C 4.351 -2.188 -0.472
C -1.248 3.354 -0.209
C -4.710 -3.682 1.582
H 3.502 2.549 -5.522
C -1.227 -2.565 3.935
H 1.206 3.633 -4.557
H 0.507 3.500 5.369
C 3.381 -2.776 -2.593
H 2.543 -3.192 -3.143
H -0.264 3.953 3.301
H -3.908 -5.654 1.954
C -3.180 4.609 -3.153
H 5.208 -0.814 -1.943
H 1.037 -1.785 1.564
H 4.064 -4.275 -1.140
O -0.751 2.198 -0.780
C -2.546 5.438 -0.576
H 3.207 -0.066 -4.931
H -1.676 -5.054 1.039
H -1.483 -3.349 4.641
H 4.892 -1.384 2.617
H 4.296 -2.955 -3.176
H -1.926 -2.158 -2.064
C -3.726 -4.661 1.563
B -1.411 0.931 -0.478
P 1.746 -0.566 -2.277
H -2.275 1.588 2.261
N -0.932 3.676 1.035
H -0.544 -2.740 -0.231
C -3.646 5.850 -2.699
C -2.537 0.782 2.932
H -4.255 1.777 3.686
N 0.675 -1.695 -2.873
H -0.724 -3.393 -4.589
H 3.792 0.835 6.067
C 4.254 -0.974 -1.426
C -4.414 -2.426 1.087
C -2.484 -4.330 1.047
H 0.513 -3.537 3.187
C -2.044 -1.412 3.861
C -3.198 -1.280 4.678
H 3.122 -1.260 2.404
H 1.970 1.765 -5.947
C -1.333 -2.911 -2.580
N -2.193 -3.126 0.561
H -2.295 5.751 0.429
C 2.141 2.225 5.909
H -3.665 7.190 -1.010
C -0.129 -2.662 3.129
C 1.181 2.378 3.679
C -1.706 -0.372 2.949
C 0.176 -1.637 2.209
C 1.224 2.760 5.028
H 2.575 -3.417 -0.709
C 1.041 1.843 -3.321
C 4.044 -0.696 2.562
C 3.557 -3.309 -1.171
H -1.759 -3.900 -2.405
C -3.140 -2.190 0.585
C 2.095 1.408 3.151
C -0.211 -1.371 -4.010
H 3.881 1.006 -3.701
H -4.254 6.485 -3.333

Atomic partial charges in e from the Löwdin method, atoms 1 to 2: atom 1 (N): -0.18, atom 2 (H): 0.07

=====

No. 2
# C4H8O2

An isolated molecule of C4H8O2 (wB97M-V/def2-TZVPD, the Open Molecules 2025 dataset).

Output
Charge: 0
LUMO: 0.0301 hartree
SMILES: COCC(C)=O
Energy above the lowest of the compared OMol25 structures with the same formula, charge and spin: 1.616 eV
2S+1: 1
Orbital gap: 10.33 eV

Cartesian coordinates (Å):
C -1.628 0.691 -0.030
H -2.698 0.908 -0.096
H 2.480 0.553 -0.702
H -0.010 -0.590 1.735
H -0.290 -2.147 0.902
O -1.494 -0.668 0.302
O 1.703 -1.799 -0.400
H -1.180 1.353 0.726
H 0.977 0.717 -1.608
C 0.998 -0.849 -0.135
H 1.054 1.333 0.045
C 1.394 0.531 -0.613
H -1.160 0.913 -0.996
C -0.227 -1.068 0.764

Atomic partial charges in e from the Löwdin method, atoms 1 to 2: atom 1 (C): -0.12, atom 2 (H): 0.09

=====

No. 3
# C17H17N3O4

An isolated molecule of C17H17N3O4 in a non-equilibrium geometry (wB97M-V/def2-TZVPD, the Open Molecules 2025 dataset).

Output
Charge: 0
LUMO: -0.0128 hartree
SMILES: Cc1ccc(OCC(=O)N2CCc3ccccc3C2)c([N+](=O)[O-])n1
Energy above the lowest of the compared OMol25 structures with the same formula, charge and spin: 2.003 eV
2S+1: 1
Orbital gap: 8.70 eV

Cartesian coordinates (Å):
C -1.267 -2.020 1.971
H 1.195 3.900 -0.754
H 2.331 -0.814 2.273
H -0.933 -2.973 3.830
H -1.533 -1.309 3.960
C 1.404 1.091 -0.352
H -1.490 2.875 -1.634
C 0.793 2.142 0.329
C 1.248 1.027 2.406
N -0.045 1.524 -2.183
H -2.636 -2.604 3.499
O 0.015 -1.470 -1.890
O 1.989 -2.869 -1.062
H -0.096 -0.833 -3.778
C -2.010 -1.165 1.150
H -0.175 3.567 -2.591
C -0.712 -0.762 -2.876
O -2.170 1.112 -2.783
C -1.032 0.712 -2.593
H 2.469 -0.749 -0.201
H -0.344 3.945 0.100
C 0.155 -2.482 0.244
O 1.512 -4.285 0.480
H -2.214 -0.323 -0.795
N -0.226 -2.667 1.492
C -0.407 2.871 -1.777
C 1.315 1.139 -1.853
H -2.879 -0.659 1.541
C -0.489 -1.614 -0.656
C -1.632 -0.972 -0.161
N 1.306 -3.271 -0.143
C 1.970 0.038 0.345
C 0.314 3.306 -0.488
C 0.708 2.097 1.711
H 0.224 2.903 2.245
H 1.986 1.906 -2.261
C -1.614 -2.243 3.406
H 1.576 0.178 -2.293
H -1.674 -1.253 -3.070
C 1.896 0.009 1.727
H 1.174 0.995 3.483

Atomic partial charges in e from the Löwdin method, atoms 1 to 2: atom 1 (C): -0.32, atom 2 (H): 0.12

=====

No. 4
# C13H39N14O9PS

A cluster of 7 separate species, C13H39N14O9PS in total in a non-equilibrium geometry (wB97M-V/def2-TZVPD, the Open Molecules 2025 dataset).

Output
Charge: 0
LUMO: 0.0142 hartree
SMILES: CCNC(=O)O[C@H]([PH2]=S)N(C)C(C)=O.NC(N)=O.NC(N)=O.NC(N)=O.NC(N)=O.NC(N)=O.NC(N)=O
2S+1: 1
Orbital gap: 8.92 eV

Cartesian coordinates (Å):
H 1.241 2.335 -3.002
O -1.740 4.429 0.519
C -2.476 -5.327 3.057
O 4.909 1.562 -0.154
H -6.117 2.915 4.631
C 1.436 1.264 -3.059
C -0.423 3.278 4.442
H 1.740 1.042 -4.083
O 0.861 -0.136 -0.551
H 7.065 0.378 0.182
H -1.033 -4.093 2.334
N 0.220 0.531 -2.648
O -3.325 -5.029 2.237
C -4.533 1.924 3.687
C 4.075 -1.708 -5.934
N -2.707 -6.238 4.055
H -3.615 -6.659 4.087
H -2.630 -2.177 1.456
N 3.959 -0.394 0.487
H -0.932 -1.147 -5.164
N -1.085 3.779 3.367
H 4.878 -3.317 -4.994
H 0.797 4.975 4.566
C -1.442 -0.505 2.126
H -0.513 -5.002 3.712
N -1.834 4.335 -1.750
O -0.675 2.182 4.933
O -1.107 1.406 -4.261
O 0.419 -1.947 0.743
H 3.351 -0.327 -7.235
H -2.022 -6.497 4.738
H -2.340 -0.884 -4.160
C 0.475 -0.648 -1.840
H 2.999 -1.183 -2.173
H 3.047 0.009 0.368
H -1.952 0.275 2.689
H -1.806 3.211 2.955
C 0.316 -0.770 0.536
C 5.034 0.408 0.214
N 3.777 -1.233 -7.179
H -0.438 -1.223 -1.706
H -0.881 4.664 2.944
H -2.279 -1.015 0.141
N 0.563 4.079 4.949
C -1.490 3.835 -0.522
H -0.980 -1.806 -3.532
N -1.225 -4.776 3.046
H 0.346 0.489 2.044
H 6.380 -1.131 0.677
H 3.970 -1.735 -8.025
H -2.309 5.217 -1.771
H -0.634 2.144 -1.398
H -4.078 2.295 5.698
H -6.312 2.567 2.948
H 4.035 -1.349 0.781
N -3.791 1.890 4.828
C -0.722 0.401 -3.700
H -2.875 1.474 4.770
H -3.468 -0.630 1.395
O -4.109 1.458 2.640
H 2.259 1.065 -2.378
N 6.258 -0.183 0.378
H 1.710 -1.616 -3.942
N -5.758 2.523 3.782
N -0.852 2.637 -0.550
N -0.358 0.155 1.385
H 4.868 -3.479 -6.715
O 3.829 -1.075 -4.919
H -1.647 3.855 -2.611
N 4.661 -2.939 -5.898
P 1.789 -1.784 -2.554
H 1.073 3.736 5.741
H -1.087 -1.251 2.840
H -0.591 2.222 0.329
C -1.252 -0.946 -4.143
S 1.626 -3.663 -2.083
C -2.520 -1.124 1.199

Atomic partial charges in e from the Löwdin method, atoms 1 to 2: atom 1 (H): 0.09, atom 2 (O): 0.00

=====

No. 5
# C2H2Cl2O2

An isolated molecule of C2H2Cl2O2 in a non-equilibrium geometry (wB97M-V/def2-TZVPD, the Open Molecules 2025 dataset).

Output
Charge: 0
LUMO (alpha / beta): -0.0130 / -0.0129 hartree
SMILES: OOC=C(Cl)Cl
Energy above the lowest of the compared OMol25 structures with the same formula, charge and spin: 6.273 eV
2S+1: 1
Orbital gap (alpha / beta): 7.96 / 7.96 eV

Cartesian coordinates (Å):
Cl -1.430 -1.097 2.239
H -0.498 -1.326 -0.437
C -0.489 0.028 1.428
O 0.366 0.832 -2.112
O 0.649 0.421 -0.695
C -0.155 -0.415 -0.035
Cl 0.494 1.012 2.288
H 1.062 0.546 -2.676

Atomic partial charges in e from the Löwdin method, atoms 1 to 2: atom 1 (Cl): 0.64, atom 2 (H): 0.09

=====

No. 6
# C7H14NO2PS

An isolated molecule of C7H14NO2PS in a non-equilibrium geometry (wB97M-V/def2-TZVPD, the Open Molecules 2025 dataset).

Output
Charge: 0
LUMO (alpha / beta): -0.0824 / -0.0824 hartree
Energy above the lowest of the compared OMol25 structures with the same formula, charge and spin: 4.973 eV
2S+1: 1
Orbital gap (alpha / beta): 5.45 / 5.45 eV

Cartesian coordinates (Å):
H 1.534 -2.197 -2.387
H -1.837 -2.348 0.185
H 2.038 1.408 -0.128
H 2.754 -0.978 -1.610
C 0.513 1.348 1.251
H -1.352 -0.556 1.944
H -1.351 0.097 3.648
C 0.360 2.378 -0.999
H -3.535 -2.015 -0.165
C 1.230 2.045 0.265
H -0.201 -1.012 3.155
H 2.358 -2.578 -0.836
O -0.472 -0.801 -2.901
S -2.047 -0.102 -0.522
C -2.499 -1.785 -0.496
H -0.670 2.827 -0.824
C 0.153 0.953 2.387
C 1.928 -1.723 -1.440
O 0.343 1.252 -1.824
H -2.335 -2.212 -1.509
H 0.879 3.110 -1.563
C -0.684 -0.221 2.821
H 1.416 3.121 0.570
H 0.784 1.265 3.227
P -0.184 -0.262 -1.580
N 0.873 -1.014 -0.666

Atomic partial charges in e from the Löwdin method, atoms 1 to 2: atom 1 (H): 0.07, atom 2 (H): 0.03

=====

No. 7
# C32H58BN8PtS

A structure of composition C32H58BN8PtS (wB97M-V/def2-TZVPD, the Open Molecules 2025 dataset).

Output
Charge: +1
LUMO (alpha / beta): -0.0652 / -0.1174 hartree
Energy above the lowest of the compared OMol25 structures with the same formula, charge and spin: 0.000 eV
2S+1: 3
Orbital gap (alpha / beta): 8.36 / 7.90 eV
Expectation value of S²: 2.01

Cartesian coordinates (Å):
H -1.208 -4.445 -2.756
H -4.672 -0.023 0.168
N -1.208 0.764 2.709
H -4.540 2.000 4.108
H 0.315 -2.574 -2.340
C 3.813 -2.647 1.392
H 1.558 -2.845 -1.098
H 0.018 0.146 -3.795
H -0.270 -5.894 -2.376
C -0.158 0.388 -2.745
H -1.029 -7.281 0.235
C -0.168 -4.186 0.254
H 1.700 1.935 -4.040
N 1.419 0.941 2.693
H 1.883 3.899 3.486
N 0.002 2.362 1.122
N -0.005 -4.231 -1.079
C -2.618 -0.702 1.870
C 0.884 -3.332 -1.794
C -0.194 -6.622 0.477
H -1.814 2.311 6.641
H 4.144 -2.697 2.429
C -4.751 -0.995 0.660
H -3.479 -2.549 1.392
C -3.110 -0.298 3.107
H -1.126 5.464 0.907
H 2.236 -1.180 -0.642
H -1.693 4.182 3.036
H -0.086 4.610 3.626
H -3.054 0.674 5.485
H 0.947 2.687 5.519
C -3.644 2.468 4.515
H -3.280 3.183 3.778
H -2.160 -2.779 -0.510
C 1.880 2.164 5.709
H 4.583 0.399 3.235
H 3.098 4.354 4.681
C 3.559 0.417 2.898
H -1.200 0.162 -2.514
C 2.795 2.219 4.491
H 3.801 1.970 4.835
H 0.485 -0.277 -2.158
N 1.732 0.022 1.739
H 1.654 1.138 6.000
H 3.766 -1.882 -1.159
H 3.600 -0.125 -0.988
S 0.175 -2.832 1.230
C -0.210 3.636 0.706
H -0.527 2.455 -3.079
H -0.411 -5.231 2.961
C 0.925 5.754 1.371
C 3.327 -1.088 -0.555
C 2.544 1.198 3.413
H -4.031 -0.601 3.576
H -1.805 -4.332 2.340
C 0.176 1.853 -2.496
H 1.175 5.959 0.331
H -5.293 -0.856 1.594
H 4.805 -0.818 0.941
H -0.348 4.493 -1.315
H 0.356 -7.050 1.318
C -0.834 -5.067 -1.941
H 1.768 5.230 1.819
H 2.328 1.587 -2.423
N -1.472 -0.066 1.662
H 0.478 -6.567 -0.372
H -3.922 3.020 5.414
C -1.440 2.027 5.656
H -1.834 -6.105 2.357
H -3.390 -1.764 -1.272
H 0.803 6.707 1.888
N -0.667 -5.290 0.857
C -2.573 1.422 4.848
C -0.868 4.881 2.918
N 0.132 1.568 0.010
H -1.680 -5.460 -1.384
C -0.364 4.928 1.480
C -2.225 0.642 3.603
H 3.599 3.702 3.113
C -0.207 3.636 -0.677
H -1.225 5.874 3.194
C 1.594 2.174 -2.981
C 3.017 -0.296 1.831
H 4.506 -3.232 0.784
H 1.471 -3.910 -2.509
C -3.350 -1.585 0.891
H 2.367 2.654 6.552
C 0.015 2.322 -1.075
H -1.049 2.927 5.184
H 0.022 2.537 3.399
H 2.824 -3.103 1.333
Pt 0.177 -0.537 0.382
H -0.626 1.319 5.795
H -1.912 -1.045 -0.675
C 2.851 3.629 3.904
C -1.205 -5.229 2.211
H 1.832 3.228 -2.841
C -2.663 -1.815 -0.461
B 0.052 1.708 2.560
H -5.337 -1.656 0.021
C 3.780 -1.198 0.900

Atomic partial charges in e from the Löwdin method, atoms 1 to 2: atom 1 (H): 0.10, atom 2 (H): 0.10

=====

No. 8
# C20H20BrClF2N2O

An isolated molecule of C20H20BrClF2N2O (wB97M-V/def2-TZVPD, the Open Molecules 2025 dataset).

Output
Charge: 0
LUMO: 0.0225 hartree
SMILES: Cc1ccc(F)cc1CN[C@@H]1C[C@@H](F)CN(C(=O)c2ccc(Br)c(Cl)c2)C1
Energy above the lowest of the compared OMol25 structures with the same formula, charge and spin: 0.009 eV
2S+1: 1
Orbital gap: 9.67 eV

Cartesian coordinates (Å):
C 1.057 -2.928 0.685
H -1.504 5.147 -2.452
H 1.202 1.182 -1.466
H -1.038 -0.829 -2.901
C -2.357 4.522 -0.596
H 3.650 -5.277 3.712
C -2.373 0.566 -2.284
Br 3.381 -3.968 6.295
C 1.652 -3.106 2.053
C -2.397 1.969 -1.728
H -1.012 3.795 -4.278
C -1.901 3.047 -2.472
H -2.346 5.503 -0.140
H -1.129 -0.392 -0.293
N -1.013 0.031 -2.367
C -0.376 -0.213 -1.074
H -0.101 1.871 -0.503
H -0.604 2.108 -3.910
C 1.815 -2.521 4.380
C 1.316 -2.272 3.109
O 0.481 -3.863 0.157
C 0.484 -1.470 -1.172
C 2.483 -4.198 2.273
H 2.531 -0.870 1.443
C 2.664 -3.600 4.592
H -3.268 1.353 0.146
H -2.788 0.561 -3.294
H 1.976 1.488 0.838
C -2.853 3.444 0.100
H 2.713 -4.866 1.454
N 1.171 -1.707 0.086
H 2.841 -0.499 -0.253
F -3.322 3.626 1.352
F 0.398 0.576 1.684
C 1.287 0.674 0.602
C 0.497 0.972 -0.655
C 2.053 -0.631 0.498
H 0.661 -1.423 2.957
H -3.022 -0.066 -1.661
C -1.395 2.857 -3.876
H 1.219 -1.346 -1.979
C -1.889 4.307 -1.886
C -2.882 2.175 -0.443
C 2.996 -4.436 3.534
H -0.123 -2.346 -1.390
H -2.193 2.514 -4.539
Cl 1.358 -1.462 5.666

Atomic partial charges in e from the Löwdin method, atoms 1 to 2: atom 1 (C): -0.40, atom 2 (H): 0.11